The following is a quantum chemistry calculation of 3 unconnected molecules or ions with the total composition C3H13NO2S in a non-equilibrium geometry, from the Open Molecules 2025 dataset.

```
20
Properties=species:S:1:pos:R:3:forces:R:3
N 0.4959 0.7349 -0.9654 1.5 3.4 -2.2
C 1.0501 0.7143 0.4198 1.7 0.3 -3.1
C 0.1155 0.6797 1.4959 0.7 -0.4 4.1
C 1.1510 0.6187 2.8630 -1.1 -1.0 -1.8
S 0.4868 0.4898 4.5325 -1.7 0.0 0.1
H 1.0043 1.5750 -1.5651 -1.3 -3.0 2.0
H -0.4591 1.0872 -1.0442 0.0 -0.3 0.7
H 1.7854 -0.0676 0.3832 -0.1 -1.3 0.4
H 1.7469 1.4956 0.6363 0.2 1.4 -0.3
H -0.4404 1.5701 1.5710 -0.5 1.5 0.1
H -0.6598 -0.0657 1.3870 0.2 -0.9 0.6
H 1.8369 1.4747 2.9689 -0.4 -0.2 -1.0
H 1.7388 -0.3089 2.6590 -0.3 0.8 0.4
H -0.8223 0.8875 4.2952 1.1 -0.3 0.1
O -2.2943 -1.9977 -5.1811 -0.4 0.3 0.8
H -1.6802 -2.7046 -5.3726 0.1 0.1 -0.6
H -2.5082 -1.4632 -5.9477 0.4 -0.4 -0.3
O -1.2894 -1.7106 -1.1813 1.1 -1.3 4.7
H -0.6127 -1.2720 -1.6206 1.6 1.8 -2.7
H -0.6451 -1.7373 -0.3338 -2.8 -0.5 -2.0
```
Positions in Å, forces in eV/Å.

As for the charge: 0. The value obtained for the energy above the lowest of the compared OMol25 structures with the same formula, charge and spin is 2.418 eV. Its max |F| is 0.0977 hartree/bohr. The electronic energy comes out at -19740.024 eV. Its LUMO energy is 0.77 eV.



The following is a quantum chemistry calculation of a molecular structure, C33H42N8PSTc, from the Open Molecules 2025 dataset.

```
86
Properties=species:S:1:pos:R:3:forces:R:3
Tc -0.0799 0.0280 0.5330 -0.2 -0.1 0.2
C -0.9642 1.8223 1.7844 0.0 0.0 0.0
C -1.5897 1.8952 0.5293 -0.1 0.0 0.0
C -0.8049 1.9408 -0.6306 0.0 0.0 0.0
C 0.6023 2.1444 -0.5297 0.0 0.0 -0.1
C 1.2103 2.1313 0.7116 0.1 0.0 0.0
C 0.4428 1.8551 1.8751 0.0 0.0 0.0
H -1.5583 1.6981 2.6801 0.0 0.0 0.0
H -2.6677 1.8395 0.4521 0.0 0.0 0.0
H -1.2774 1.9522 -1.6035 0.0 0.0 0.0
H 1.1886 2.2850 -1.4283 0.0 0.0 0.0
H 2.2826 2.2568 0.7951 0.0 0.0 0.0
H 0.9225 1.8152 2.8433 0.0 0.0 0.0
S 4.7836 -4.6855 -2.7513 -0.1 0.0 0.0
N 3.4075 -4.0673 -3.3059 0.0 0.0 0.0
C 2.9154 -3.3022 -2.3435 0.0 0.0 0.0
C 1.6829 -2.5466 -2.4166 0.0 0.0 0.0
C 0.8077 -2.5499 -3.5078 0.0 0.0 0.0
C -0.3527 -1.8059 -3.4333 0.0 0.0 0.0
C -0.6152 -1.0585 -2.2916 0.0 0.0 0.0
N 0.2190 -1.0335 -1.2501 0.0 0.1 0.0
C 1.3486 -1.7794 -1.3022 0.0 0.0 -0.1
C 2.1620 -1.7700 -0.1106 0.0 0.0 0.0
N 1.6921 -1.0238 0.9195 0.0 0.1 0.0
C 2.3817 -1.0058 2.0630 0.0 0.0 0.0
C 3.5646 -1.7152 2.2284 0.0 0.0 0.0
C 4.0549 -2.4732 1.1845 0.0 0.0 0.0
C 3.3388 -2.5113 -0.0161 0.0 0.0 0.0
C 3.7199 -3.2828 -1.1797 0.0 0.0 0.0
N 4.8059 -4.0336 -1.2826 0.0 0.0 0.0
H 1.0488 -3.1371 -4.3851 0.0 0.0 0.0
H -1.0608 -1.7889 -4.2496 0.0 0.0 0.0
H -1.5187 -0.4705 -2.2064 0.0 0.0 0.0
H 1.9730 -0.4110 2.8682 0.0 0.0 0.0
H 4.0839 -1.6620 3.1748 0.0 0.0 0.0
H 4.9740 -3.0382 1.2774 0.0 0.0 0.0
N -1.1865 -1.0967 1.2754 0.1 -0.1 -0.1
P -2.3180 -2.2246 1.8334 0.0 0.2 -0.1
N -2.0317 -3.5885 1.0043 -0.1 -0.1 0.0
C -0.6609 -3.9346 0.5518 0.0 -0.1 0.0
C -0.5195 -5.4391 0.3677 0.0 0.0 0.0
C -1.6159 -5.9702 -0.5493 0.0 0.0 0.0
C -3.0208 -5.6161 -0.0151 0.0 0.0 0.0
C -2.9521 -4.7412 1.2274 0.0 0.0 0.0
N -3.8212 -1.7485 1.4819 0.1 -0.1 0.1
C -4.4207 -1.9501 0.1386 0.0 0.0 0.0
C -5.9359 -1.7377 0.1948 0.0 0.0 0.0
C -6.4778 -2.2052 1.5401 0.0 0.0 0.0
C -5.9557 -1.2866 2.6509 0.0 0.0 0.0
C -4.5525 -0.7674 2.3101 0.0 0.0 0.0
N -2.0919 -2.2181 3.4327 -0.1 0.0 0.0
C -0.8821 -1.6964 4.1078 0.1 0.1 0.0
C -0.5693 -2.5288 5.3428 0.0 0.0 0.0
C -1.7129 -2.4838 6.3661 0.0 0.0 0.0
C -3.0758 -2.3633 5.6687 0.0 0.0 0.0
C -3.0254 -3.0037 4.2927 0.0 0.0 0.0
H 0.0827 -3.5702 1.2692 0.0 0.0 0.0
H -0.4871 -3.4475 -0.4115 0.0 0.0 0.0
H -0.5417 -5.9425 1.3358 0.0 0.0 0.0
H 0.4670 -5.6367 -0.0568 0.0 0.0 0.0
H -1.5087 -7.0471 -0.6647 0.0 0.0 0.0
H -1.4797 -5.5412 -1.5455 0.0 0.0 0.0
H -3.5776 -6.5167 0.2447 0.0 0.0 0.0
H -3.6026 -5.1076 -0.7855 0.0 0.0 0.0
H -2.6057 -5.3147 2.0900 0.0 0.0 0.0
H -3.9390 -4.3516 1.4790 0.0 0.0 0.0
H -4.1984 -2.9623 -0.1869 0.0 0.0 0.0
H -3.9551 -1.2605 -0.5758 0.0 0.0 0.0
H -6.3888 -2.2846 -0.6313 0.0 0.0 0.0
H -6.1846 -0.6850 0.0437 0.0 0.0 0.0
H -6.1626 -3.2376 1.7199 0.0 0.0 0.0
H -7.5659 -2.2125 1.5379 0.0 0.0 0.0
H -5.9487 -1.8072 3.6088 0.0 0.0 0.0
H -6.6145 -0.4256 2.7712 0.0 0.0 0.0
H -3.9764 -0.5555 3.2096 0.0 0.0 0.0
H -4.6199 0.1617 1.7349 0.0 0.0 0.0
H -1.0441 -0.6488 4.3894 0.0 0.0 0.0
H -0.0407 -1.7325 3.4123 0.0 0.0 0.0
H 0.3579 -2.1639 5.7856 0.0 0.0 0.0
H -0.3781 -3.5567 5.0254 0.0 0.0 0.0
H -1.5762 -1.6512 7.0558 0.0 0.0 0.0
H -1.6815 -3.3905 6.9695 0.0 0.0 0.0
H -3.3653 -1.3145 5.5547 0.0 0.0 0.0
H -3.8592 -2.8370 6.2594 0.0 0.0 0.0
H -4.0066 -3.0129 3.8216 0.0 0.0 0.0
H -2.6817 -4.0387 4.3630 0.0 0.0 0.0
```
Positions in Å, forces in eV/Å.

As for the charge: +3. The spin multiplicity is 2. As for the expectation value of S²: 0.7556. Its max |F| is 0.0063 hartree/bohr. The electronic energy comes out at -69124.366 eV. Its LUMO energy (spin up / spin down) is -10.10 / -9.99 eV.



The following is a quantum chemistry calculation of a molecular structure, C26H18Cl2N5O2SeTi in a non-equilibrium geometry, from the Open Molecules 2025 dataset.

```
55
Properties=species:S:1:pos:R:3:forces:R:3
Ti 0.4574 -0.2673 -0.0026 -0.1 1.6 -1.4
Cl -0.0526 -6.4938 -2.9491 0.1 0.1 0.1
C 0.5227 -5.1632 -1.9688 -0.2 0.0 -0.2
C -0.1388 -3.9371 -2.0832 -0.1 -0.2 -0.1
C 0.2717 -2.8628 -1.3177 -0.3 1.0 -0.1
N -0.2920 -1.5781 -1.2770 -0.3 -0.7 -0.3
C -0.9862 -0.9370 -2.3415 0.3 -0.4 0.0
O -1.9743 -1.3900 -2.9525 0.4 0.1 0.3
C -0.3517 0.3389 -2.6270 0.5 -0.2 -0.1
C -0.7273 1.1417 -3.7315 -0.1 -0.3 0.3
C 0.0564 2.1861 -4.1060 0.4 0.4 0.0
C 1.2661 2.4526 -3.3785 -0.3 0.1 -0.5
C 1.5559 1.6939 -2.2881 -0.4 -0.5 0.2
N 0.7788 0.6681 -1.8546 -0.4 0.4 -0.7
C 1.4008 -2.9976 -0.4722 0.2 0.8 0.4
C 2.0262 -4.2156 -0.3468 0.3 -0.1 0.0
C 1.5805 -5.3102 -1.0965 0.2 -0.1 0.1
Cl 2.4165 -6.8365 -0.8938 -0.2 0.2 -0.1
N 1.6942 -1.7867 0.2486 -0.2 -1.3 0.0
C 2.1784 -1.8335 1.5227 -1.2 0.1 -0.5
O 3.1582 -2.3978 1.9187 1.2 -0.6 0.8
C 1.1609 -1.2222 2.5149 1.1 -0.7 0.2
C 1.3384 -1.2837 3.8749 0.6 -0.1 0.4
C 0.2809 -0.9792 4.7196 1.1 -0.3 0.7
C -0.9184 -0.6452 4.1797 -1.0 0.2 -0.5
C -1.0047 -0.5877 2.7984 -0.4 0.2 0.1
N 0.0070 -0.8587 1.9960 -0.9 0.0 0.3
H -0.9852 -3.8254 -2.7493 0.0 0.0 0.1
H -1.6246 0.8620 -4.2739 0.1 0.0 0.0
H -0.2156 2.7963 -4.9618 0.1 0.0 0.1
H 1.9451 3.2480 -3.6651 -0.1 -0.1 0.0
H 2.4359 1.8970 -1.7006 0.1 0.0 0.2
H 2.8802 -4.3241 0.3103 -0.1 0.0 -0.1
H 2.3103 -1.5926 4.2385 -0.1 0.0 0.1
H 0.4035 -1.0236 5.7973 0.1 0.0 -0.1
H -1.7844 -0.4250 4.7900 0.0 0.0 0.0
H -1.9188 -0.3011 2.3092 -0.2 0.1 0.0
C -4.1208 1.1194 -0.2651 0.5 0.0 0.0
C -2.6726 0.9210 -0.1011 -1.4 0.1 -0.3
N -1.5590 0.7031 -0.0300 0.5 -0.2 0.4
H -4.4882 0.4155 -1.0086 0.1 -0.1 0.0
H -4.3123 2.1322 -0.6063 0.0 0.1 0.0
H -4.6322 0.9564 0.6795 0.0 0.0 0.1
Se 1.1061 2.0794 1.1673 0.3 0.1 0.3
C 2.9793 2.4361 0.9555 0.3 0.0 0.0
C 3.9885 1.5052 1.2482 0.0 0.1 -0.1
C 5.3370 1.8122 1.0757 -0.2 0.1 0.0
C 5.7227 3.0659 0.6113 -0.2 0.0 0.0
C 4.7357 4.0025 0.3169 -0.1 -0.2 0.1
C 3.3868 3.6888 0.4844 0.2 0.0 0.0
H 3.7192 0.5238 1.6134 0.0 -0.1 0.0
H 6.0873 1.0621 1.3056 -0.1 0.0 0.0
H 6.7723 3.3078 0.4790 -0.1 0.0 0.0
H 5.0140 4.9827 -0.0567 0.0 0.0 0.0
H 2.6253 4.4190 0.2365 0.0 0.0 0.0
```
Positions in Å, forces in eV/Å.

As for the charge: -1. The spin multiplicity is 3. As for the expectation value of S²: 2.0175. The value obtained for the energy above the lowest of the compared OMol25 structures with the same formula, charge and spin is 0.885 eV. Its max |F| is 0.0418 hartree/bohr. The electronic energy comes out at -152310.349 eV. Its LUMO energy (spin up / spin down) is 2.14 / 2.13 eV.